C7H15F3N4O12SV as an isolated structure, computed with ωB97M-V with the def2-TZVPD basis set.

Last column: Löwdin spin population.
Geometry (Å):
V: -0.468 -0.164 -0.566  1.96
N: -2.920 1.042 1.182  0.00
O: -3.540 1.989 0.648  0.00
O: -1.854 0.687 0.806  0.01
O: -3.775 0.324 1.585  0.00
N: -0.256 1.641 -2.542  0.00
O: -0.255 2.392 -3.493  0.01
O: 0.459 0.672 -2.343  -0.01
O: -0.943 1.792 -1.602  -0.02
N: -0.123 -2.826 -0.173  0.00
O: 0.354 -3.708 0.468  0.00
O: 0.495 -2.079 -0.901  -0.01
O: -1.118 -2.276 0.184  -0.01
C: -3.985 -2.738 -1.723  0.00
F: -2.907 -3.483 -2.067  0.00
F: -5.045 -3.051 -2.427  0.00
F: -4.231 -2.917 -0.457  0.00
S: -3.604 -0.824 -1.929  0.01
O: -4.015 -0.479 -3.276  0.00
O: -4.483 -0.051 -1.003  0.00
O: -2.163 -0.553 -1.638  0.03
C: 0.733 -1.144 2.439  0.00
C: 1.098 0.298 2.072  0.00
N: 1.299 0.500 0.610  0.00
C: 1.427 2.042 0.466  0.00
C: 2.553 2.669 1.311  0.00
C: 2.666 -0.178 0.375  0.00
C: 3.282 0.123 -0.966  0.00
H: 1.457 -1.865 2.059  0.00
H: -0.320 -1.284 2.196  0.00
H: 0.753 -1.174 3.529  0.00
H: 0.380 1.041 2.420  0.00
H: 2.014 0.582 2.590  0.00
H: 1.598 2.204 -0.598  0.00
H: 0.527 2.609 0.702  0.00
H: 3.591 2.412 1.097  0.00
H: 2.525 3.723 1.035  0.00
H: 2.495 2.675 2.399  0.00
H: 2.513 -1.257 0.348  0.00
H: 3.376 -0.019 1.186  0.00
H: 3.566 1.176 -0.976  0.00
H: 2.683 -0.030 -1.863  0.00
H: 4.163 -0.488 -1.163  0.00

Charge: -1
2S+1: 3
E: -82697.9335 eV

=====

C7H15F8HfN6O20S4 as an isolated structure, computed with ωB97M-V with the def2-TZVPD basis set.

Last column: Löwdin charge in e.
Geometry (Å):
Hf: 0.242 -0.136 0.020  2.06
C: 0.668 3.352 2.740  -0.67
F: -0.565 3.559 2.290  0.16
F: 1.456 4.368 2.474  0.19
F: 0.611 3.143 4.037  0.19
S: 1.411 1.834 1.951  0.64
O: 0.488 0.677 2.142  -0.39
O: 1.369 1.861 0.454  -0.41
O: 2.695 1.678 2.511  -0.18
C: 4.318 1.183 -0.731  -0.67
F: 5.369 0.931 0.028  0.18
F: 3.731 2.290 -0.372  0.18
F: 4.743 1.282 -1.993  0.16
S: 3.225 -0.335 -0.717  0.62
O: 4.027 -1.442 -1.084  -0.20
O: 2.500 -0.489 0.565  -0.41
O: 2.041 -0.032 -1.565  -0.39
N: -1.600 -0.567 -1.182  -0.37
S: -2.304 -2.060 -1.342  0.53
O: -1.905 -2.791 -2.480  -0.20
O: -3.479 -2.362 -0.607  -0.20
F: -1.255 -2.666 -0.238  -0.24
S: -2.838 0.132 -2.140  0.52
O: -3.997 0.401 -1.377  -0.21
O: -2.874 -0.362 -3.456  -0.18
F: -2.249 1.579 -2.302  -0.18
C: 1.903 -3.668 -2.681  0.10
N: 1.610 -3.324 -1.266  -0.35
O: 2.075 -4.002 -0.391  0.14
O: 0.975 -2.291 -1.071  -0.11
H: 1.611 -4.711 -2.782  0.11
H: 2.962 -3.541 -2.882  0.11
H: 1.296 -3.030 -3.311  0.11
C: -3.507 -1.160 2.582  0.08
N: -2.041 -1.267 2.616  -0.34
O: -1.472 -1.696 3.575  0.16
O: -1.469 -0.931 1.578  -0.13
H: -3.939 -0.801 3.508  0.12
H: -3.908 -2.105 2.217  0.12
H: -3.793 -0.462 1.799  0.09
C: 1.260 -3.998 2.902  0.09
N: 1.578 -2.613 2.445  -0.36
O: 0.809 -2.097 1.636  -0.09
O: 2.635 -2.155 2.780  0.15
H: 1.003 -4.569 2.017  0.10
H: 0.409 -3.963 3.580  0.10
H: 2.135 -4.305 3.459  0.11
C: -0.134 3.491 -3.436  0.08
N: 0.685 2.569 -2.610  -0.36
O: 0.099 1.825 -1.826  -0.08
O: 1.877 2.656 -2.718  0.15
H: 0.320 4.477 -3.451  0.11
H: -1.091 3.632 -2.945  0.08
H: -0.277 3.070 -4.425  0.12
C: -2.961 3.339 -0.187  0.08
N: -2.502 2.299 0.750  -0.37
O: -3.198 2.022 1.685  0.15
O: -1.495 1.647 0.475  -0.09
H: -3.763 2.880 -0.764  0.10
H: -2.134 3.578 -0.841  0.09
H: -3.383 4.176 0.358  0.12

Charge: +1
Energy relative to the best compared isomer or geometry (same formula, charge and spin): 0.00 kJ/mol

=====

A 2-piece molecular cluster, C7H15FNO overall, computed with ωB97M-V with the def2-TZVPD basis set.

Last column: Löwdin charge in e.
Geometry (Å):
C: 0.724 0.466 0.086  -0.19
C: -1.418 -0.181 -1.003  -0.08
C: -1.716 -1.378 1.085  -0.09
C: 1.735 -1.808 -0.280  -0.01
C: -0.001 2.683 0.612  -0.04
C: -2.239 -0.387 0.148  -0.25
C: 1.922 -0.345 0.097  -0.23
N: 1.890 0.656 -1.037  0.17
O: 0.603 1.473 0.918  -0.07
F: -1.640 0.951 -1.606  0.09
H: -1.170 -2.089 0.510  0.06
H: -0.982 -1.030 1.829  0.09
H: -2.494 -1.804 1.727  0.10
H: 1.233 -2.301 0.522  0.09
H: 2.729 -2.137 -0.561  0.09
H: 1.340 -1.839 -1.246  0.06
H: -0.950 2.688 0.106  0.09
H: 0.762 3.209 0.091  0.10
H: -0.306 3.098 1.509  0.08
H: -2.618 0.499 0.580  0.12
H: -3.241 -0.785 -0.205  0.17
H: 2.674 -0.274 0.868  0.17
H: 1.494 0.392 -1.946  0.15
H: 2.740 1.215 -1.087  0.16
H: -1.071 -0.973 -1.718  0.16

Charge: +1
Energy relative to the best compared isomer or geometry (same formula, charge and spin): 528.82 kJ/mol

=====

An isolated ion of composition C7H15INO and charge +1, computed with ωB97M-V with the def2-TZVPD basis set.

Last column: Löwdin charge in e.
Geometry (Å):
C: -1.068 1.277 -0.308  -0.16
C: -0.949 -1.124 -0.741  -0.11
C: -0.265 1.199 1.026  -0.43
C: -0.254 -1.326 0.519  -0.49
C: 0.519 -0.096 0.983  -0.51
C: 0.595 2.451 0.992  -0.13
C: 0.656 -2.565 0.471  -0.13
N: -1.849 0.144 -0.721  0.05
O: 2.301 -0.132 -1.800  -0.58
I: 2.451 -0.082 0.300  1.65
H: -1.577 2.260 -0.406  0.15
H: -0.098 1.373 -1.007  0.17
H: -0.386 -0.815 -1.643  0.14
H: -1.693 -1.913 -0.998  0.16
H: -0.877 1.233 1.904  0.14
H: -1.096 -1.487 1.160  0.14
H: 1.248 2.415 0.106  0.04
H: 1.420 2.330 1.854  0.13
H: 0.024 3.367 1.084  0.09
H: 1.331 -2.597 1.338  0.06
H: 1.323 -2.572 -0.528  0.11
H: -0.148 -3.438 0.419  0.13
H: -2.717 0.124 -0.145  0.20
H: -2.068 0.365 -1.742  0.21
H: 3.176 -0.390 -2.114  -0.03

Charge: +1
Energy relative to the best compared isomer or geometry (same formula, charge and spin): 392.29 kJ/mol

=====

So what do the calculations give for max |F|? Going down the list: 11.09; 7.27; 2.91; 4.96 eV/Å.
So what do the calculations give for molar mass? Going down the list: 487.218; 961.961; 148.201; 256.107 g mol⁻¹.